# 1
32
Properties=species:S:1:pos:R:3:lowdin_charge:R:1 method="wB97M-V/def2-TZVPD" e_above_lowest_ev=0.0000 molar_mass_g_mol=445.0 e_lumo_ha=-0.3070 energy_ha=-3714.0705 gap_ev=7.274 total_charge=+2
Sn -0.294 -0.895 -2.761 1.213
C 3.569 0.063 2.408 -0.063
C 3.639 -1.171 1.522 -0.190
N 3.516 -0.834 0.088 0.018
C 2.344 -0.636 -0.503 -0.689
S 2.576 -0.430 -2.299 0.582
N 1.227 -0.658 0.124 0.036
N 0.039 -0.547 -0.546 -0.141
C -0.980 -0.214 0.174 -0.227
C -0.913 0.032 1.640 0.020
C -2.271 -0.040 -0.541 -0.213
C -3.444 0.268 0.109 0.048
C -4.613 0.415 -0.639 0.030
C -4.574 0.246 -2.009 0.013
C -3.359 -0.060 -2.599 -0.088
N -2.242 -0.189 -1.879 -0.107
H 3.735 -0.229 3.445 0.090
H 2.593 0.547 2.337 0.061
H 4.336 0.788 2.136 0.086
H 2.845 -1.877 1.756 0.119
H 4.591 -1.685 1.634 0.129
H 4.357 -0.658 -0.439 0.136
H 0.030 -0.307 2.051 0.080
H -1.736 -0.468 2.151 0.104
H -1.008 1.107 1.824 0.121
H -3.463 0.398 1.180 0.131
H -5.544 0.657 -0.142 0.140
H -5.460 0.349 -2.620 0.136
H -3.276 -0.197 -3.670 0.127
Se 1.472 1.480 -2.790 0.761
C 1.228 2.161 -1.101 -0.632
N 1.077 2.583 -0.040 0.171

# 2
7
Properties=species:S:1:pos:R:3:lowdin_charge:R:1 method="wB97M-V/def2-TZVPD" e_above_lowest_ev=2.3024 molar_mass_g_mol=175.0 e_lumo_ha="-0.1366 / -0.1364" energy_ha=-3248.6269 gap_ev="6.077 / 6.092"
C 0.679 -0.227 0.355 -0.586
C -0.070 0.292 -0.629 -0.561
F -0.598 -0.485 -1.576 0.123
F 0.070 1.560 -1.009 0.143
S 0.921 -1.891 0.646 0.748
Br -2.251 0.518 1.061 0.070
H 1.248 0.233 1.153 0.062

# 3
62
Properties=species:S:1:pos:R:3:lowdin_charge:R:1 method="wB97M-V/def2-TZVPD" e_above_lowest_ev=3.1132 molar_mass_g_mol=791.4 e_lumo_ha=-0.0848 energy_ha=-2675.2160 gap_ev=3.544
Pt 0.265 -0.136 -0.019 1.267
F 6.136 3.120 0.186 0.045
C 5.965 1.770 0.187 -0.179
C 4.697 1.283 0.081 0.100
C 4.482 -0.096 0.058 -0.034
C 3.119 -0.605 -0.074 -0.265
O 2.228 0.247 -0.284 -0.146
C 2.953 -2.009 0.023 -0.003
C 4.069 -2.778 0.142 0.058
N 5.345 -2.323 0.176 0.013
C 6.442 -3.260 0.227 -0.259
C 6.392 -4.460 -0.663 -0.072
C 7.358 -3.352 -0.962 -0.099
C 5.575 -0.961 0.167 -0.112
C 6.865 -0.432 0.292 0.064
C 7.087 0.934 0.280 -0.145
N 8.430 1.393 0.377 -0.085
C 8.761 2.731 0.821 -0.135
C 8.838 3.749 -0.313 -0.081
N 9.802 3.232 -1.354 0.060
C 9.407 1.860 -1.839 -0.073
C 9.355 0.925 -0.636 -0.138
C 1.632 -2.788 -0.072 -0.580
O 1.743 -4.006 -0.100 0.050
O 0.549 -2.130 -0.134 -0.131
H 3.857 1.962 -0.002 0.137
H 3.923 -3.851 0.188 0.149
H 6.873 -3.380 1.214 0.156
H 5.536 -4.566 -1.315 0.117
H 6.774 -5.387 -0.261 0.112
H 7.125 -2.713 -1.805 0.112
H 8.411 -3.515 -0.779 0.102
H 7.705 -1.099 0.428 0.120
H 9.741 2.681 1.312 0.136
H 8.051 3.079 1.565 0.142
H 9.201 4.719 0.025 0.141
H 7.883 3.870 -0.814 0.126
H 10.738 3.177 -0.946 0.180
H 9.858 3.886 -2.134 0.184
H 10.140 1.548 -2.581 0.138
H 8.428 1.962 -2.308 0.146
H 10.359 0.839 -0.200 0.137
H 9.070 -0.064 -0.982 0.126
F -2.139 6.127 -0.069 0.088
C -2.293 4.835 -0.477 -0.616
F -3.464 4.437 0.033 0.128
F -2.423 4.903 -1.810 0.115
C -1.126 3.991 -0.028 -0.136
C -0.121 4.603 0.656 -0.030
C 1.001 3.867 1.063 -0.088
C 1.006 2.532 0.768 -0.182
N 0.021 1.883 0.122 -0.156
C -1.094 2.574 -0.355 -0.745
S -2.230 1.829 -1.299 0.719
H -0.187 5.660 0.874 0.116
H 1.820 4.314 1.607 0.087
H 1.829 1.915 1.091 0.080
F -2.260 -2.822 0.756 0.149
B -2.537 -1.811 -0.131 -1.205
F -1.661 -0.595 0.347 -0.196
F -2.139 -2.066 -1.418 0.144
F -3.819 -1.332 -0.024 0.148